[1]
The following is a quantum chemistry calculation of a molecular structure, C27H22BaN6O2S3 in a non-equilibrium geometry, from OMol25.

Element x y z (Å)
Ba 0.951 -0.119 0.963
O 2.841 -1.023 -0.253
C 3.188 -1.581 -1.343
C 4.508 -1.408 -1.864
C 4.936 -1.995 -3.029
C 4.076 -2.814 -3.774
C 2.793 -3.003 -3.303
C 2.316 -2.411 -2.126
C 0.950 -2.697 -1.744
N 0.297 -2.173 -0.775
N -1.002 -2.635 -0.655
C -1.500 -2.405 0.543
O -0.916 -1.889 1.539
C -2.944 -2.802 0.703
C -3.617 -3.580 -0.236
C -4.951 -3.912 -0.051
C -5.635 -3.464 1.073
C -4.971 -2.683 2.010
C -3.634 -2.360 1.827
H 5.173 -0.775 -1.287
H 5.950 -1.825 -3.378
H 4.402 -3.286 -4.693
H 2.108 -3.635 -3.863
H 0.428 -3.440 -2.360
H -3.072 -3.912 -1.110
H -5.465 -4.522 -0.786
H -6.680 -3.718 1.216
H -5.501 -2.318 2.883
H -3.099 -1.748 2.542
C 6.055 2.060 4.226
S 5.601 2.950 2.723
C 4.036 2.197 2.230
S 3.344 0.937 3.101
N 3.616 2.820 1.165
N 2.542 2.345 0.516
C 1.893 3.214 -0.162
C 0.784 2.872 -1.030
C 0.101 3.896 -1.699
C -0.909 3.573 -2.580
C -1.224 2.236 -2.786
C -0.521 1.286 -2.065
N 0.458 1.585 -1.217
H 6.767 2.697 4.750
H 6.508 1.098 3.990
H 5.158 1.900 4.820
H 2.170 4.269 -0.122
H 0.369 4.928 -1.513
H -1.452 4.350 -3.106
H -2.009 1.937 -3.466
H -0.748 0.228 -2.166
S -0.374 2.515 2.816
C -1.827 2.131 2.002
C -3.072 2.733 2.344
C -4.218 2.376 1.679
C -4.158 1.415 0.665
C -2.919 0.876 0.380
N -1.791 1.214 1.004
H -3.077 3.464 3.141
H -5.168 2.830 1.944
H -5.042 1.088 0.132
H -2.822 0.112 -0.389

Charge: -2
Energy relative to the best compared isomer or geometry (same formula, charge and spin) in eV: 0.000
F_max in eV/Å: 1.4
E_LUMO in eV: 4.3
Gap between HOMO and LUMO in eV: 6.0506

[2]
The following is a quantum chemistry calculation of a molecular structure, C39H36ClN3Si2V in a non-equilibrium geometry, from OMol25.

Element x y z (Å)
C 2.527 -0.069 3.826
C 2.738 0.309 2.455
C 1.732 1.275 2.121
H 3.568 -0.014 1.824
C 0.892 1.484 3.261
C 1.398 0.665 4.321
H 1.032 0.656 5.345
H 3.165 -0.728 4.416
H 1.627 1.786 1.159
H 0.046 2.176 3.336
V 0.850 -0.481 2.684
Si 0.244 2.432 -2.452
C 0.554 1.196 -3.838
C -0.569 0.759 -4.527
H -1.578 1.001 -4.174
C -0.473 -0.009 -5.690
H -1.375 -0.335 -6.205
C 0.777 -0.335 -6.187
H 0.849 -0.895 -7.116
C 1.919 0.127 -5.539
H 2.889 -0.120 -5.966
C 1.810 0.896 -4.376
H 2.713 1.234 -3.871
C -1.180 3.389 -3.194
C -1.066 3.979 -4.467
H -0.112 3.979 -4.993
C -2.183 4.586 -5.068
H -2.079 5.071 -6.032
C -3.431 4.611 -4.443
H -4.287 5.104 -4.895
C -3.545 3.995 -3.202
H -4.492 3.980 -2.685
C -2.440 3.418 -2.577
H -2.565 2.973 -1.584
H 1.405 3.373 -2.432
Si -1.790 -0.586 -1.719
C -1.876 0.850 -0.491
C -0.827 1.798 -0.475
H 0.195 1.489 -0.946
C -0.867 2.921 0.370
H -0.092 3.677 0.290
C -1.903 3.072 1.295
H -1.912 3.914 1.999
C -2.935 2.118 1.326
H -3.730 2.213 2.076
C -2.940 1.045 0.433
H -3.733 0.301 0.482
C 0.018 -1.196 -1.760
C 1.101 -0.679 -1.011
H 0.907 -0.056 -0.129
C 2.425 -0.875 -1.395
H 3.234 -0.340 -0.888
C 2.725 -1.800 -2.407
H 3.762 -2.040 -2.638
C 1.684 -2.456 -3.058
H 1.889 -3.204 -3.805
C 0.353 -2.129 -2.769
H -0.458 -2.557 -3.387
H -2.647 -1.619 -1.322
Cl -0.739 -1.457 1.130
N 1.002 -2.806 5.093
C 1.579 -3.340 3.930
C 2.114 -4.623 3.957
C 2.660 -5.124 2.803
C 2.715 -4.309 1.652
C 2.225 -3.021 1.733
N 1.612 -2.558 2.857
C -0.288 -2.225 5.093
C -1.237 -2.693 6.004
C -2.518 -2.162 5.937
C -2.779 -1.133 5.025
C -1.761 -0.663 4.222
N -0.540 -1.256 4.218
H 1.101 -3.433 5.890
H 2.127 -5.139 4.897
H 3.119 -6.111 2.763
H 3.191 -4.620 0.716
H 2.318 -2.295 0.911
H -0.918 -3.431 6.724
H -3.292 -2.493 6.614
H -3.756 -0.645 4.965
H -1.880 0.209 3.563

Charge: +3
F_max in eV/Å: 8.1
E_LUMO (alpha / beta) in eV: -11.2 / -11.2
Gap between HOMO and LUMO (alpha / beta) in eV: 4.9135 / 4.9117

[3]
The following is a quantum chemistry calculation of a molecular structure, C64H35F5N12STi in a non-equilibrium geometry, from OMol25.

Element x y z (Å)
Ti -0.828 0.702 1.147
C 5.162 -0.496 -1.733
C 4.960 -1.771 -1.163
C 3.770 -2.130 -0.520
C 2.857 -1.095 -0.302
C 1.632 -1.081 0.473
N 1.081 0.193 0.420
C 1.924 1.006 -0.316
N 1.773 2.331 -0.495
C 0.962 3.117 0.242
C 0.987 4.569 0.221
C 1.981 5.412 -0.295
C 1.824 6.731 0.081
C 0.661 7.179 0.719
C -0.367 6.321 1.137
C -0.125 4.997 1.001
C -0.777 3.800 1.478
N -1.912 3.832 2.175
C -2.414 2.695 2.753
N -1.788 1.431 2.859
C -2.489 0.674 3.845
N -2.257 -0.589 4.211
C -1.242 -1.272 3.633
N -0.489 -0.922 2.519
C 0.229 -2.002 2.086
N 1.217 -2.118 1.183
C -0.052 -3.114 3.018
C 0.319 -4.454 3.016
C 0.056 -5.217 4.185
C -0.649 -4.710 5.244
C -1.237 -3.433 5.183
C -0.903 -2.614 4.071
C -3.516 1.550 4.421
C -4.450 1.312 5.408
C -5.132 2.435 5.853
C -5.143 3.647 5.139
C -4.334 3.797 4.006
C -3.491 2.762 3.751
N -0.102 2.706 1.020
C 3.081 0.207 -0.817
C 4.185 0.461 -1.576
H 6.053 -0.247 -2.323
H 5.742 -2.528 -1.201
H 3.563 -3.080 -0.038
H 2.766 4.976 -0.864
H 2.635 7.457 -0.238
H 0.516 8.237 0.909
H -1.231 6.656 1.636
H 0.670 -4.912 2.096
H 0.365 -6.244 4.280
H -0.832 -5.375 6.127
H -1.964 -3.005 5.867
H -4.625 0.296 5.809
H -5.744 2.333 6.763
H -5.797 4.458 5.476
H -4.294 4.642 3.390
H 4.346 1.457 -1.973
C -3.261 1.256 -2.126
C -4.421 0.595 -1.751
C -4.379 -0.313 -0.706
C -3.167 -0.670 -0.088
C -2.089 0.254 -0.261
C -2.137 1.115 -1.351
C -3.120 -2.048 0.373
C -4.329 -2.625 0.898
C -4.489 -3.988 0.817
C -3.405 -4.760 0.294
C -3.592 -6.093 -0.140
C -2.560 -6.855 -0.619
C -1.334 -6.224 -0.870
C -1.088 -4.908 -0.426
C -2.148 -4.113 0.076
N -2.019 -2.774 0.249
H -3.193 1.875 -3.002
H -5.354 0.824 -2.210
H -5.222 -0.963 -0.489
H -1.242 1.605 -1.672
H -5.160 -1.953 1.130
H -5.456 -4.496 1.012
H -4.568 -6.570 -0.021
H -2.748 -7.902 -0.819
H -0.540 -6.778 -1.346
H -0.088 -4.478 -0.565
C 0.094 -1.092 -6.299
C 0.164 -1.427 -4.952
N 0.462 -0.505 -4.012
C 0.633 0.760 -4.375
C 0.474 1.187 -5.720
C 0.336 0.201 -6.702
C 0.580 2.602 -6.036
C 1.245 3.105 -7.132
C 2.407 2.501 -7.756
C 2.891 2.906 -9.020
C 4.050 2.364 -9.547
N 4.741 1.471 -8.816
C 4.230 1.088 -7.662
N 3.112 1.540 -7.126
H 0.005 -1.857 -7.093
H 0.060 -2.425 -4.614
H 0.988 1.413 -3.524
H 0.386 0.406 -7.761
H 0.141 3.285 -5.308
H 1.048 4.181 -7.354
H 2.370 3.716 -9.513
H 4.486 2.703 -10.491
H 4.793 0.381 -7.080
F 4.502 -1.384 2.147
C 3.993 -1.179 3.362
C 3.849 -2.146 4.321
F 4.274 -3.416 4.020
C 3.504 -1.763 5.642
F 3.491 -2.692 6.585
C 3.093 -0.441 6.000
S 2.406 -0.068 7.457
C 3.521 0.505 5.042
F 3.515 1.802 5.399
C 3.879 0.166 3.730
F 4.251 1.128 2.799

Charge: -1
Energy relative to the best compared isomer or geometry (same formula, charge and spin) in eV: 2.162
2S+1: 2
F_max in eV/Å: 3.7
Expectation value of S²: 1.21
E_LUMO (alpha / beta) in eV: 0.4 / 0.5
Gap between HOMO and LUMO (alpha / beta) in eV: 3.7298 / 3.7725

[4]
The following is a quantum chemistry calculation of a single C2H4Cl2FN molecule in a non-equilibrium geometry, from OMol25.

Element x y z (Å)
C 1.085 -0.991 -0.507
C 0.181 0.174 0.204
H 0.300 -2.407 0.585
H 1.095 -1.229 1.612
H 2.062 -0.246 -0.887
H 0.269 -1.315 -1.327
N 1.199 -1.935 0.571
F 0.773 0.853 1.104
Cl -0.070 1.116 -1.376
Cl -1.499 -0.177 0.664

Charge: 0
Energy relative to the best compared isomer or geometry (same formula, charge and spin) in eV: 2.495
SMILES: NCC(F)(Cl)Cl
F_max in eV/Å: 6.0
E_LUMO in eV: 0.6
Gap between HOMO and LUMO in eV: 10.4552